No. 1
Molecular formula: C27H25BrN4O2OsSTe
Method: DFT, ωB97M-V/def2-TZVPD

2S+1: 2
HOMO level (spin up / spin down) in eV: -10.18 / -10.16
Net charge: +1
Frontier orbital gap (spin up / spin down) in Eh: 0.240 / 0.209
Total energy in Ha: -4744.16970
Energy relative to the best compared isomer or geometry (same formula, charge and spin) in kcal/mol: 0.00

Element x y z (Å)
1 Os -0.028 0.687 0.083
2 Br -5.434 4.420 3.679
3 C -4.177 3.206 2.960
4 C -4.199 1.856 3.375
5 C -3.312 0.963 2.857
6 C -2.331 1.348 1.901
7 O -1.544 0.432 1.454
8 C -2.292 2.724 1.515
9 C -1.373 3.289 0.605
10 N -0.461 2.677 -0.102
11 C 0.296 3.367 -1.086
12 C 0.204 4.700 -1.400
13 C 0.968 5.246 -2.451
14 C 1.811 4.464 -3.186
15 C 1.948 3.092 -2.876
16 C 2.801 2.221 -3.594
17 C 2.875 0.912 -3.229
18 C 2.099 0.452 -2.150
19 N 1.283 1.224 -1.467
20 C 1.198 2.551 -1.818
21 C -3.255 3.625 2.060
22 H -4.930 1.537 4.107
23 H -3.323 -0.074 3.164
24 H -1.475 4.363 0.473
25 H -0.449 5.358 -0.844
26 H 0.877 6.301 -2.671
27 H 2.389 4.884 -3.998
28 H 3.370 2.602 -4.432
29 H 3.509 0.213 -3.754
30 H 2.147 -0.579 -1.841
31 H -3.251 4.658 1.736
32 N -2.353 2.120 -2.696
33 C -2.407 0.809 -2.380
34 N -3.428 0.093 -2.888
35 O -1.558 0.254 -1.657
36 H -3.048 2.561 -3.270
37 H -1.572 2.663 -2.376
38 H -4.119 0.491 -3.496
39 H -3.480 -0.884 -2.660
40 S 2.077 1.219 2.580
41 C 1.208 0.752 1.386
42 C 2.984 -6.817 2.272
43 C 2.256 -5.583 1.816
44 C 0.976 -5.290 2.268
45 C 0.268 -4.190 1.804
46 C -1.099 -3.893 2.360
47 C 0.872 -3.355 0.853
48 Te -0.380 -1.972 -0.134
49 C 2.198 -3.569 0.463
50 C 2.920 -2.626 -0.457
51 C 2.860 -4.694 0.935
52 H 2.398 -7.380 2.996
53 H 3.942 -6.559 2.725
54 H 3.193 -7.467 1.421
55 H 0.513 -5.938 3.004
56 H -1.384 -4.633 3.106
57 H -1.861 -3.895 1.575
58 H -1.117 -2.909 2.834
59 H 2.591 -1.605 -0.266
60 H 2.736 -2.872 -1.507
61 H 3.994 -2.672 -0.287
62 H 3.877 -4.879 0.607

Mulliken population analysis, charges in e, atoms 1 to 4:
1. Os 1.7338
2. Br -0.1764
3. C -0.3365
4. C -0.3066

No. 2
Molecular formula: C27H25I2NO2Sc
Method: DFT, ωB97M-V/def2-TZVPD

HOMO level in eV: -10.61
Net charge: +1
Frontier orbital gap in Eh: 0.264
Total energy in Ha: -2605.07475

Element x y z (Å)
1 Sc 0.826 -0.838 0.038
2 I -1.694 -5.175 -0.539
3 C -1.301 -4.121 1.207
4 C -1.799 -4.591 2.440
5 C -1.560 -3.911 3.598
6 I -2.339 -4.671 5.378
7 C -0.800 -2.713 3.576
8 C -0.511 -1.919 4.709
9 C 0.214 -0.767 4.584
10 C 0.669 -0.387 3.320
11 N 0.434 -1.096 2.236
12 C -0.300 -2.261 2.338
13 C -0.556 -2.972 1.130
14 O -0.066 -2.487 -0.027
15 H -2.382 -5.503 2.458
16 H -0.877 -2.234 5.677
17 H 0.434 -0.145 5.439
18 H 1.228 0.533 3.192
19 C -1.922 4.030 -4.663
20 C -0.758 3.385 -5.059
21 C -0.231 2.373 -4.271
22 C -0.841 1.997 -3.072
23 C -2.022 2.642 -2.696
24 C -2.555 3.648 -3.487
25 C -0.200 0.932 -2.268
26 C -0.336 0.614 -0.976
27 C -1.168 1.269 0.055
28 C -2.192 0.538 0.669
29 C -2.910 1.071 1.733
30 C -2.601 2.335 2.217
31 C -1.574 3.064 1.628
32 C -0.860 2.535 0.563
33 H -2.341 4.820 -5.274
34 H -0.267 3.667 -5.982
35 H 0.671 1.859 -4.589
36 H -2.536 2.351 -1.789
37 H -3.473 4.136 -3.185
38 H 0.512 0.350 -2.857
39 H -2.437 -0.446 0.284
40 H -3.716 0.501 2.180
41 H -3.161 2.753 3.045
42 H -1.334 4.054 1.996
43 H -0.069 3.111 0.097
44 C 3.210 -2.844 0.173
45 C 3.133 -2.194 -1.193
46 O 2.674 -0.811 -1.025
47 C 3.379 0.182 -1.830
48 C 3.185 1.553 -1.238
49 H 3.527 -3.882 0.077
50 H 2.238 -2.863 0.666
51 H 3.924 -2.317 0.803
52 H 2.443 -2.710 -1.857
53 H 4.114 -2.178 -1.657
54 H 3.003 0.114 -2.850
55 H 4.429 -0.099 -1.822
56 H 2.132 1.834 -1.214
57 H 3.712 2.282 -1.856
58 H 3.605 1.603 -0.230

Mulliken population analysis, charges in e, atoms 1 to 4:
1. Sc 0.2542
2. I 0.0962
3. C -0.3787
4. C -0.3049